[1]
This record from the OMol25 dataset describes a molecular structure, C30H35BEuN7O3S. The level of theory is wB97M-V/def2-TZVPD.

Results
lowest unoccupied orbital energy (spin up / spin down)	-1.1 / 0.4	eV
<S²>	12.016
gap between HOMO and LUMO (spin up / spin down)	0.26978 / 0.32785	hartree

Geometry as ORCA input:
```
! RIJCOSX wB97M-V def2-TZVPD def2/J DEFGRID3
* xyz 0 7
Eu 0.589 0.069 -0.306
O -0.941 0.319 -2.687
C -2.240 -0.062 -2.270
C -1.992 -1.342 -1.436
O -2.947 -1.960 -1.007
O -0.732 -1.606 -1.202
C -3.182 -0.278 -3.456
C -3.091 0.599 -4.537
C -3.942 0.491 -5.625
C -4.909 -0.505 -5.655
C -5.012 -1.379 -4.584
C -4.160 -1.267 -3.490
C -2.782 1.000 -1.298
C -1.944 2.001 -0.817
C -2.405 2.936 0.106
C -3.711 2.880 0.554
C -4.549 1.868 0.090
C -4.089 0.936 -0.826
H -0.937 1.171 -3.136
H -2.355 1.394 -4.551
H -3.844 1.184 -6.452
H -5.571 -0.598 -6.506
H -5.758 -2.164 -4.595
H -4.249 -1.958 -2.661
H -0.940 2.129 -1.215
H -1.731 3.703 0.468
H -4.077 3.609 1.267
H -5.573 1.809 0.440
H -4.746 0.151 -1.180
B 1.689 1.336 2.200
N 1.482 -0.125 2.679
C 1.486 -0.607 3.929
C 1.403 -1.986 3.864
C 1.345 -2.263 2.495
N 1.379 -1.142 1.785
N 2.995 1.370 1.383
C 4.086 2.138 1.498
C 4.930 1.845 0.441
C 4.241 0.873 -0.294
N 3.079 0.588 0.279
H 1.735 2.076 3.150
H 0.766 1.657 1.438
H 1.573 0.063 4.771
H 1.401 -2.687 4.683
H 1.266 -3.216 1.999
H 4.186 2.830 2.319
H 5.895 2.275 0.229
H 4.522 0.386 -1.215
C -4.400 1.210 4.519
C -2.958 1.430 4.076
C -2.446 0.397 3.119
N -1.698 0.668 2.119
N -1.317 -0.431 1.377
C -1.804 -1.548 1.864
N -1.555 -2.786 1.373
S -2.789 -1.306 3.258
H -4.704 1.987 5.221
H -4.529 0.249 5.022
H -5.081 1.234 3.665
H -2.297 1.464 4.946
H -2.855 2.388 3.567
H -1.295 -2.767 0.391
H -2.251 -3.482 1.583
C 3.674 3.645 -3.727
C 2.388 2.915 -4.133
C 1.337 3.943 -4.572
C 2.685 1.965 -5.301
C 1.872 2.142 -2.987
C 1.446 1.523 -2.022
H 4.089 4.183 -4.584
H 4.420 2.936 -3.365
H 3.475 4.360 -2.928
H 1.715 4.529 -5.417
H 1.098 4.624 -3.754
H 0.416 3.444 -4.885
H 3.082 2.529 -6.151
H 1.777 1.447 -5.619
H 3.419 1.213 -5.008
*
```

[2]
This record from the OMol25 dataset describes 4 unconnected molecules or ions with the total composition H6O2S2. The level of theory is wB97M-V/def2-TZVPD.

Results
lowest unoccupied orbital energy	-6.0	eV
gap between HOMO and LUMO	0.12820	hartree

Geometry as ORCA input:
```
! RIJCOSX wB97M-V def2-TZVPD def2/J DEFGRID3
* xyz 0 1
S 0.858 -1.981 -0.449
S -1.368 1.507 0.740
H 1.519 -3.126 -0.208
H -2.187 2.273 1.454
H 0.920 0.782 1.337
H 1.503 -0.469 0.653
O 1.747 0.400 1.098
H -0.603 -0.509 -1.407
H -1.477 0.838 -1.276
O -0.913 0.284 -1.944
*
```

[3]
This record from the OMol25 dataset describes 2 unconnected molecules or ions with the total composition FH3OSi. The level of theory is wB97M-V/def2-TZVPD.

Results
lowest unoccupied orbital energy (spin up / spin down)	-1.1 / -2.4	eV
gap between HOMO and LUMO (spin up / spin down)	0.37922 / 0.20237	hartree

Geometry as ORCA input:
```
! RIJCOSX wB97M-V def2-TZVPD def2/J DEFGRID3
* xyz 0 1
O -3.067 0.694 -0.063
F -3.626 -0.555 0.039
Si 0.059 0.026 0.003
H 0.171 0.985 0.959
H -0.799 -1.215 0.446
H 0.194 0.566 -1.413
*
```

[4]
This record from the OMol25 dataset describes C3H3ClN2OS in the gas phase. The level of theory is wB97M-V/def2-TZVPD.

Results
lowest unoccupied orbital energy	0.5	eV
gap between HOMO and LUMO	0.34052	hartree

Geometry as ORCA input:
```
! RIJCOSX wB97M-V def2-TZVPD def2/J DEFGRID3
* xyz 0 1
O -1.332 1.979 0.163
C -0.642 0.854 -0.001
N 0.643 0.908 -0.307
N 1.080 -0.305 -0.381
S 2.681 -0.657 0.122
C 0.106 -1.230 -0.146
C -1.044 -0.487 -0.074
Cl -2.668 -1.167 0.052
H -2.217 1.633 -0.280
H 2.948 0.712 0.759
H 0.445 -2.240 0.093
*
```

[5]
This record from the OMol25 dataset describes a gas-phase ion, C6H9N2O (charge +1). The level of theory is wB97M-V/def2-TZVPD.

Results
lowest unoccupied orbital energy (spin up / spin down)	-5.0 / -5.0	eV
gap between HOMO and LUMO (spin up / spin down)	0.29742 / 0.29744	hartree

Geometry as ORCA input:
```
! RIJCOSX wB97M-V def2-TZVPD def2/J DEFGRID3
* xyz 1 1
C 0.674 -0.968 -1.811
C -0.523 -0.461 -2.211
C 1.354 -0.874 -0.552
C -1.171 0.439 -1.370
C 0.891 -0.184 0.508
C 1.074 0.149 1.864
N -0.846 0.587 -0.103
N -1.475 1.422 0.756
O -0.149 -0.206 2.562
H 1.278 -1.685 -2.421
H -0.764 -0.533 -3.276
H 2.255 -1.469 -0.566
H -1.903 0.891 -1.942
H 2.022 -0.410 2.115
H 1.268 1.324 2.008
H -2.398 1.842 0.545
H -1.148 1.176 1.665
H -0.437 -1.041 2.228
*
```

[6]
This record from the OMol25 dataset describes a molecular structure, C5H9Cl2NS. The level of theory is wB97M-V/def2-TZVPD.

Results
lowest unoccupied orbital energy (spin up / spin down)	-1.6 / -1.2	eV
gap between HOMO and LUMO (spin up / spin down)	0.27627 / 0.26672	hartree

Geometry as ORCA input:
```
! RIJCOSX wB97M-V def2-TZVPD def2/J DEFGRID3
* xyz 0 1
C -2.891 -1.331 -1.143
C 2.163 0.120 0.151
C 0.839 0.164 0.199
C 2.953 1.208 -0.531
C 0.041 -0.888 0.888
N -1.253 -0.471 1.480
S -2.416 0.043 0.591
Cl -0.136 1.301 -0.837
Cl -3.033 2.184 0.868
H -3.766 -1.032 -1.678
H -2.054 -1.565 -1.876
H 2.732 -0.732 0.643
H 3.631 1.684 0.219
H 3.437 0.774 -1.462
H 2.374 2.030 -0.838
H 0.621 -1.258 1.729
H -0.056 -1.659 0.162
H -3.184 -0.573 1.435
*
```

[7]
This record from the OMol25 dataset describes 3 unconnected molecules or ions with the total composition C26H41F7IN7O4P2. The level of theory is wB97M-V/def2-TZVPD.

Results
lowest unoccupied orbital energy	-2.0	eV
gap between HOMO and LUMO	0.22722	hartree

Geometry as ORCA input:
```
! RIJCOSX wB97M-V def2-TZVPD def2/J DEFGRID3
* xyz 0 1
O 2.577 5.745 -5.855
C 2.701 5.003 -4.923
C 3.623 5.229 -3.800
C 3.264 4.776 -2.598
C 4.125 5.010 -1.421
C 3.632 5.352 -0.157
C 4.556 5.576 0.853
N 5.876 5.468 0.765
C 6.346 5.141 -0.440
C 5.510 4.931 -1.520
C 1.947 4.063 -2.465
O 1.341 4.145 -1.432
C 1.439 3.313 -3.654
C 0.563 2.077 -3.521
F -0.590 2.150 -4.218
F 1.268 1.036 -4.039
C 0.185 1.639 -2.082
F -0.299 0.377 -2.196
F 1.256 1.531 -1.290
C -0.968 2.475 -1.406
F -0.746 2.588 -0.104
F -1.177 3.653 -1.977
F -2.108 1.779 -1.532
C 1.829 3.766 -4.848
I 1.349 2.944 -6.700
H 4.534 5.779 -3.985
H 2.574 5.442 0.012
H 4.163 5.871 1.821
H 7.419 5.060 -0.550
H 5.955 4.686 -2.478
C 3.869 -3.001 0.777
N 4.211 -1.932 1.686
C 5.602 -2.022 2.114
P 3.149 -1.118 2.770
O 3.798 0.238 2.795
N 1.636 -0.656 2.039
C 1.425 -0.817 0.612
C 1.180 0.673 2.443
N 2.436 -2.500 3.458
C 3.262 -3.271 4.384
C 1.186 -3.141 3.106
H 3.778 -3.983 1.268
H 4.649 -3.092 0.019
H 2.953 -2.806 0.227
H 5.759 -2.832 2.841
H 5.923 -1.088 2.575
H 6.260 -2.198 1.261
H 2.235 -0.382 0.015
H 0.490 -0.343 0.313
H 1.297 -1.868 0.339
H 1.679 1.470 1.880
H 1.362 0.844 3.503
H 0.103 0.756 2.275
H 3.716 -4.142 3.895
H 2.680 -3.622 5.238
H 4.069 -2.656 4.786
H 1.268 -3.701 2.169
H 0.367 -2.432 3.028
H 0.898 -3.851 3.885
C -3.721 -1.616 1.373
N -3.819 -2.482 0.221
C -2.558 -2.534 -0.511
P -5.235 -2.818 -0.703
O -4.925 -4.220 -1.145
N -6.636 -3.170 0.275
C -6.514 -3.320 1.715
C -7.448 -4.264 -0.256
N -5.740 -1.210 -0.915
C -4.955 -0.404 -1.846
C -6.716 -0.458 -0.153
H -3.686 -0.544 1.116
H -2.802 -1.845 1.918
H -4.526 -1.772 2.085
H -2.374 -1.615 -1.085
H -2.553 -3.373 -1.207
H -1.718 -2.683 0.172
H -5.718 -4.021 2.003
H -7.454 -3.683 2.132
H -6.345 -2.359 2.206
H -7.036 -5.246 0.002
H -7.524 -4.204 -1.340
H -8.460 -4.197 0.151
H -4.225 0.220 -1.318
H -5.589 0.244 -2.454
H -4.405 -1.043 -2.540
H -6.324 -0.163 0.826
H -7.643 -1.006 -0.015
H -6.982 0.457 -0.687
*
```

[8]
This record from the OMol25 dataset describes 8 unconnected molecules or ions with the total composition C7H28ClN14O7. The level of theory is wB97M-V/def2-TZVPD.

Results
lowest unoccupied orbital energy	2.6	eV
gap between HOMO and LUMO	0.34909	hartree

Geometry as ORCA input:
```
! RIJCOSX wB97M-V def2-TZVPD def2/J DEFGRID3
* xyz -1 1
Cl 0.567 -0.218 1.066
C -3.181 -0.780 -0.588
O -3.275 -1.927 -0.228
N -2.298 0.125 -0.058
N -3.957 -0.277 -1.753
H -1.649 -0.120 0.701
H -2.556 1.090 -0.129
H -4.798 -0.796 -1.843
H -4.072 0.716 -1.850
C -2.087 3.555 -1.436
O -3.178 3.185 -1.100
N -0.936 2.772 -1.553
N -1.851 4.894 -1.749
H -1.076 1.759 -1.757
H -0.037 3.045 -1.916
H -1.404 4.814 -2.646
H -2.637 5.523 -1.645
C 0.863 0.188 -3.301
O 0.658 0.112 -4.494
N 1.843 1.029 -2.791
N -0.002 -0.396 -2.340
H 2.500 1.184 -3.567
H 2.349 0.669 -1.984
H -0.756 -1.017 -2.613
H 0.317 -0.604 -1.408
C -1.367 -3.591 2.930
O -1.958 -4.213 3.778
N -0.174 -2.842 3.243
N -1.816 -3.398 1.606
H 0.420 -2.480 2.506
H 0.053 -2.789 4.207
H -1.392 -2.868 0.870
H -2.623 -3.882 1.285
C 2.920 -2.693 -0.850
O 3.405 -1.669 -1.314
N 1.783 -2.844 -0.066
N 3.569 -3.933 -1.216
H 1.765 -3.666 0.511
H 1.394 -1.963 0.300
H 4.490 -3.919 -1.666
H 2.940 -4.730 -1.284
C -2.533 1.875 2.735
O -3.506 2.546 2.899
N -2.383 0.629 3.398
N -1.391 2.296 2.029
H -1.450 0.254 3.634
H -3.068 0.372 4.110
H -1.540 3.131 1.500
H -0.539 1.792 2.034
C 4.661 1.598 0.488
O 5.618 2.340 0.268
N 3.329 2.047 0.740
N 4.768 0.191 0.336
H 3.200 2.936 1.146
H 2.527 1.443 0.615
H 5.568 -0.062 -0.201
H 3.979 -0.430 0.413
*
```